Here is C5H14N2 in the gas phase from OMol25. Energies are from ωB97M-V/def2-TZVPD.

Cartesian coordinates (Å):
N: -1.912 -2.274 -0.875
N: 2.244 1.554 0.763
C: -1.115 -1.728 0.256
C: -0.005 0.560 0.826
C: -1.216 -0.203 0.322
C: 1.251 0.747 0.025
C: 0.945 1.523 -1.309
H: -0.068 -2.014 0.056
H: 0.994 2.597 -1.196
H: -2.900 -2.195 -0.666
H: -2.102 0.073 0.918
H: -0.060 1.208 -1.630
H: 1.633 1.180 -2.095
H: 1.797 -0.167 -0.224
H: -1.600 -3.157 -1.218
H: 3.068 1.002 0.946
H: -1.527 0.046 -0.687
H: -1.335 -2.389 1.097
H: 1.915 1.935 1.640
H: -0.314 1.529 1.239
H: 0.306 0.174 1.813

Values from the calculation:
SMILES string ... C[C@@H](N)CCCN
Molar mass ... 102.18 g mol⁻¹
E_HOMO ... -0.3305 Ha
Spin multiplicity ... 1
HOMO-LUMO gap ... 10.13 eV

=====

Here is a molecular structure, C13H20O2PtS8 from OMol25. Energies are from ωB97M-V/def2-TZVPD.

Cartesian coordinates (Å):
Pt: 0.248 0.483 0.110
S: 3.339 -0.166 3.737
S: 0.859 -0.621 2.156
S: 0.879 -2.575 -1.731
S: 4.905 0.708 1.409
S: -1.914 0.687 -1.496
S: 0.442 3.003 -0.728
S: -1.618 1.793 1.777
S: 2.649 0.326 -0.504
O: 5.901 0.436 3.828
O: -0.180 -1.691 -1.202
C: -1.792 2.317 -2.319
C: 0.279 3.759 0.932
C: 1.539 -3.511 -0.285
C: -1.134 3.465 -1.559
C: 2.496 -0.124 2.192
C: -1.003 3.523 1.718
C: 3.226 0.269 1.103
C: 4.928 0.340 3.140
C: -0.060 -4.082 -2.316
C: 0.519 -4.594 -0.007
C: 0.235 -5.230 -1.364
C: -3.309 0.893 -0.333
C: -3.167 1.912 0.786
H: -3.983 1.756 1.494
H: -1.816 4.157 1.364
H: 1.117 -5.784 -1.695
H: -0.388 -4.137 0.394
H: -0.602 -5.927 -1.317
H: -3.430 -0.112 0.072
H: 2.503 -3.919 -0.583
H: 0.885 -5.321 0.717
H: -1.105 -3.780 -2.288
H: -1.206 2.083 -3.207
H: -2.796 2.610 -2.626
H: -3.239 2.925 0.399
H: 0.432 4.835 0.819
H: 1.665 -2.807 0.533
H: -1.797 3.884 -0.808
H: 1.134 3.339 1.466
H: -4.192 1.140 -0.925
H: 0.231 -4.298 -3.341
H: -0.807 3.788 2.758
H: -0.875 4.248 -2.273

Values from the calculation:
Molar mass ... 659.92 g mol⁻¹
E_HOMO (alpha / beta) ... -0.2385 / -0.2446 Ha
Spin multiplicity ... 3
HOMO-LUMO gap (alpha / beta) ... 6.61 / 5.41 eV

=====

Here is a molecular structure, C35H33BCrO5S from OMol25. Energies are from ωB97M-V/def2-TZVPD.

Cartesian coordinates (Å):
Cr: -4.225 2.022 -1.819
S: 3.923 1.238 1.982
O: 0.861 -2.959 1.049
O: -4.648 0.865 0.959
O: -6.234 -0.216 -2.408
O: -6.867 3.250 -0.874
O: -0.278 -2.697 -0.974
C: 1.451 3.167 2.115
C: -0.317 0.199 -0.423
C: -4.346 1.305 -0.078
C: -1.149 0.032 4.159
C: -5.841 2.894 -1.298
C: -3.411 2.157 -3.786
C: 2.951 -3.727 0.155
C: 0.320 -0.528 0.646
C: 3.445 1.345 -0.551
C: 0.478 4.146 2.265
C: -2.473 -0.373 3.943
C: 1.444 -3.963 0.186
C: -0.093 -4.964 -1.675
C: -2.613 1.295 -3.002
C: 6.367 -0.023 1.387
C: -0.077 4.762 1.138
C: 2.946 1.837 0.659
C: 1.179 -5.279 0.902
C: 0.313 4.363 -0.146
C: -3.183 3.873 -2.091
C: -2.421 2.981 -1.316
C: -0.205 -0.030 3.126
C: 1.861 2.764 0.831
C: -0.969 0.946 -1.145
C: 5.094 0.558 0.913
C: 0.700 -3.759 -1.214
C: -0.571 -0.517 1.867
C: -1.884 -0.983 1.679
C: -5.405 0.594 -2.299
C: -1.926 1.770 -1.866
C: 1.575 -3.258 -2.366
C: 4.691 0.675 -0.410
C: -3.678 3.456 -3.336
C: -2.840 -0.872 2.688
C: 1.246 3.342 -0.306
B: 0.040 -2.211 0.247
H: 2.381 -3.971 -2.587
H: 1.645 -6.117 0.371
H: 0.572 -5.814 -1.874
H: 1.621 -5.232 1.905
H: 0.105 -5.471 1.013
H: -2.458 0.255 -3.304
H: 6.900 0.689 2.028
H: -3.416 4.863 -1.692
H: 1.374 -0.320 0.832
H: -0.118 4.825 -1.038
H: -4.307 4.125 -3.926
H: 5.286 0.283 -1.236
H: -0.607 -4.717 -2.612
H: 3.341 -3.661 1.179
H: -3.840 1.789 -4.721
H: -0.854 0.403 5.142
H: 6.189 -0.942 1.957
H: 2.946 1.503 -1.503
H: 0.158 4.440 3.262
H: 3.228 -2.807 -0.377
H: 0.825 0.287 3.291
H: -0.840 -5.252 -0.924
H: -3.865 -1.193 2.497
H: 3.438 -4.576 -0.342
H: 0.955 -3.172 -3.271
H: 6.991 -0.256 0.519
H: -3.221 -0.301 4.736
H: 1.905 2.703 2.990
H: 2.014 -2.271 -2.161
H: -2.167 -1.365 0.695
H: 1.488 2.954 -1.302
H: -2.103 3.265 -0.310
H: -0.795 5.577 1.247

Values from the calculation:
Molar mass ... 628.52 g mol⁻¹
E_HOMO (alpha / beta) ... -0.5778 / -0.5764 Ha
Net charge ... +3
Spin multiplicity ... 4
HOMO-LUMO gap (alpha / beta) ... 5.80 / 3.57 eV

=====

Here is 3 unconnected molecules or ions with the total composition C3H14N2O2 from OMol25. Energies are from ωB97M-V/def2-TZVPD.

Cartesian coordinates (Å):
O: -1.076 -0.019 -3.295
O: -1.327 -1.480 2.490
N: 0.204 -0.575 -0.716
N: -0.370 1.182 1.599
C: 0.869 0.726 -0.479
C: 0.947 -1.728 -0.192
C: -0.020 1.699 0.283
H: -0.689 -0.876 2.091
H: -2.208 -1.296 2.161
H: -0.940 1.825 -0.302
H: 1.942 -1.731 -0.613
H: -0.598 -0.284 -2.474
H: 0.482 1.109 2.148
H: 0.422 -2.635 -0.507
H: 1.056 -1.743 0.892
H: -0.985 1.817 2.087
H: 1.768 0.569 0.124
H: -0.401 0.112 -3.967
H: 0.436 2.697 0.288
H: -0.671 -0.547 -0.198
H: 1.159 1.178 -1.420

Values from the calculation:
SMILES string ... CNCCN.O.O
Molar mass ... 110.16 g mol⁻¹
E_HOMO ... -0.3499 Ha
Spin multiplicity ... 1
HOMO-LUMO gap ... 10.29 eV